Density functional theory data (the ωB97M-V functional and the def2-TZVPD basis) for C6H9NS in the gas phase at a distorted geometry.

```
! RIJCOSX wB97M-V def2-TZVPD def2/J DEFGRID3
* xyz 0 1
C -0.30 0.65 0.69
C -1.37 -0.16 -0.36
C 1.39 2.48 -0.09
H -3.40 0.23 -1.18
H 1.97 3.16 -0.70
H -0.73 0.97 1.72
H -1.11 -2.45 -0.27
S 1.66 -1.11 -0.46
H 0.67 -0.86 1.85
H 2.54 -0.14 0.17
H -2.31 1.56 -0.43
N -2.76 0.54 -0.37
H -1.51 -2.06 1.25
C 0.42 -0.75 0.71
C -1.05 -1.56 0.30
H -0.73 -0.32 -1.30
C 0.48 1.66 0.21
*
```

Results
LUMO ... 0.79 eV
Energy above the lowest of the compared OMol25 structures with the same formula, charge and spin ... 127.0 kcal/mol
HOMO energy ... -8.70 eV
HOMO-LUMO gap ... 9.49 eV
Calculated total energy ... -686.76040 a.u.
Structure (SMILES) ... C#C[C@H]1[C@H](N)C[C@H]1S